Below is a structure of composition C20H34Br9F6N3O7 in a non-equilibrium geometry, with properties calculated with wB97M-V/def2-TZVPD.

Results
HOMO energy (alpha / beta): -0.0570 / -0.2105 Ha
<S²>: 0.755
LUMO (alpha / beta): 1.005 / 1.005 eV
HOMO-LUMO gap (alpha / beta): 2.56 / 6.73 eV

Structure (ORCA input):
```
! wB97M-V def2-TZVPD RIJCOSX def2/J DEFGRID3
* xyz -1 2
C 0.10534 -21.78895 -21.89950
C -0.84296 -22.52732 -22.86805
O -0.95615 -23.76085 -22.84026
N -1.51803 -21.73342 -23.75537
C -2.38245 -22.33196 -24.82179
H 0.97211 -21.51162 -22.49941
H 0.54669 -22.20591 -20.99426
H -0.28095 -20.81649 -21.59419
H -1.59626 -20.72670 -23.77778
H -1.79005 -22.48455 -25.72394
H -3.06569 -21.58303 -25.22225
H -2.85406 -23.30390 -24.67687
C 4.75196 -14.33343 -24.85473
C 3.31271 -14.64658 -24.79032
O 2.71352 -14.13132 -23.87188
N 2.70511 -15.49065 -25.73512
C 1.28264 -15.86814 -25.52713
H 5.20379 -14.52877 -23.88221
H 4.93756 -13.35324 -25.29392
H 5.23112 -15.06241 -25.50825
H 3.17652 -15.80898 -26.56971
H 1.28502 -16.92595 -25.79007
H 0.68743 -15.27737 -26.22342
H 0.92210 -15.86453 -24.49850
C 4.68690 -20.34125 -27.57533
C 3.30009 -19.78278 -27.60274
O 2.99273 -18.93776 -26.74637
N 2.30270 -20.33620 -28.27665
C 0.82951 -20.12023 -28.19200
H 4.65914 -21.28241 -28.12444
H 4.86750 -20.68264 -26.55606
H 5.46911 -19.58905 -27.67754
H 2.58850 -21.06924 -28.90995
H 0.20279 -20.57965 -27.42763
H 0.45471 -20.40155 -29.17610
H 0.76984 -19.04868 -28.00146
C 4.42716 -27.13032 -20.21182
C 5.27166 -25.84216 -20.50404
O 5.17489 -25.14191 -19.27105
C 6.16482 -24.41824 -18.66413
O 7.32186 -24.29905 -19.17992
C 5.66989 -23.63567 -17.40987
F 5.13869 -22.49380 -17.76396
F 4.73648 -24.38662 -16.88890
F 6.68960 -23.47598 -16.60950
H 3.54710 -26.90859 -19.60814
H 5.02070 -27.92790 -19.76497
H 4.11625 -27.54745 -21.16965
H 4.76688 -25.23983 -21.25936
H 6.30858 -26.06105 -20.75894
C 1.75722 -18.41875 -22.82055
C 3.02683 -19.26698 -22.96983
O 3.14228 -20.30396 -21.90631
C 4.14988 -21.13281 -21.94548
O 5.02116 -21.28860 -22.78524
C 4.22477 -21.91851 -20.60779
F 3.37044 -22.93687 -20.74759
F 5.47774 -22.36074 -20.44827
F 3.66410 -21.26884 -19.56771
H 1.69796 -17.68247 -22.01900
H 0.87654 -19.04897 -22.69677
H 1.65894 -17.91566 -23.78250
H 3.87992 -18.59200 -22.90110
H 3.20509 -19.76028 -23.92534
C 2.44780 -15.55253 -20.06487
Br 3.21869 -17.26090 -19.67798
Br 3.92309 -14.56525 -20.87271
Br 1.47067 -14.57544 -18.58335
H 1.76081 -15.73191 -20.89189
C -1.08674 -18.10795 -19.90044
Br -1.16999 -16.38838 -20.90719
Br -2.88103 -18.88518 -20.27719
Br -0.43389 -17.69990 -18.00767
H -0.28198 -18.68120 -20.36072
C 6.34756 -22.94381 -25.30026
Br 5.43913 -24.15696 -26.58443
Br 7.59075 -21.74040 -26.32708
Br 7.37245 -23.93292 -24.00138
H 5.67686 -22.21561 -24.84423
*
```

These are the Löwdin partial charges, in e, on atoms 1 to 6: 0.007, -0.505, 0.013, 0.022, -0.073, 0.058

***

Below is a cluster of 14 separate species, C40H111N3O28 in total in a non-equilibrium geometry, with properties calculated with wB97M-V/def2-TZVPD.

Results
HOMO energy: -0.3139 Ha
LUMO: 0.105 eV
HOMO-LUMO gap: 8.65 eV
energy relative to the best compared isomer or geometry (same formula, charge and spin): 4.083 eV

Structure (ORCA input):
```
! wB97M-V def2-TZVPD RIJCOSX def2/J DEFGRID3
* xyz 0 1
C 13.09828 24.41057 -14.05456
O 12.31355 25.40512 -13.37415
C 12.12401 25.22540 -11.97832
C 11.16919 26.21882 -11.37486
N 11.46214 27.61200 -11.88224
C 10.39185 28.55235 -11.57734
C 9.12466 28.40292 -12.37407
O 9.46777 28.28878 -13.77183
C 8.29316 28.41892 -14.55516
H 12.58204 23.45068 -14.06924
H 14.04901 24.19304 -13.56784
H 13.25014 24.62890 -15.11161
H 13.08108 25.18950 -11.45791
H 11.73195 24.22246 -11.80947
H 11.19297 26.27241 -10.28644
H 10.13982 25.92135 -11.57488
H 11.44488 27.44344 -12.87793
H 10.77821 29.56169 -11.71897
H 10.07813 28.52102 -10.53393
H 8.47214 29.23231 -12.10126
H 8.57526 27.48904 -12.14801
H 7.75770 29.36804 -14.57883
H 7.62936 27.57727 -14.35740
H 8.70259 28.32277 -15.56075
C 23.89076 7.70969 -24.89613
O 23.97225 9.10853 -24.87683
C 23.15987 9.81842 -23.93522
C 21.67822 9.63731 -24.08320
N 20.88796 10.23020 -22.95610
C 19.48427 10.25326 -23.26498
C 18.87034 8.76187 -23.22679
O 18.94970 8.25910 -21.89765
C 18.35855 7.05435 -21.74509
H 24.56618 7.39341 -25.69103
H 22.89786 7.32115 -25.12260
H 24.21914 7.36099 -23.91701
H 23.44321 10.86567 -24.04048
H 23.41279 9.49938 -22.92411
H 21.40817 8.61509 -24.34821
H 21.27867 10.12618 -24.97172
H 20.93532 9.67383 -22.11449
H 19.19871 10.71916 -24.20811
H 19.04111 10.77789 -22.41853
H 19.47414 8.14669 -23.89393
H 17.82493 8.72529 -23.53319
H 18.60608 6.72907 -20.73463
H 18.82084 6.29682 -22.37797
H 17.28542 7.12785 -21.92142
C 6.43832 18.27399 -21.19875
O 5.03021 18.36539 -21.02309
C 4.47048 19.18179 -22.00335
C 2.98752 19.48034 -21.81419
N 2.66123 19.93296 -20.46405
C 1.33571 20.56584 -20.32410
C 1.48644 22.05498 -20.74706
O 2.51411 22.83677 -20.15331
C 2.54338 24.14284 -20.76852
H 6.77966 17.75972 -22.09714
H 6.86732 17.67502 -20.39545
H 6.86434 19.27728 -21.20104
H 4.65929 18.79926 -23.00641
H 4.91894 20.17517 -21.99016
H 2.36845 18.59262 -21.94383
H 2.76969 20.20693 -22.59695
H 3.32612 20.66958 -20.27587
H 1.04214 20.56190 -19.27439
H 0.62085 19.98074 -20.90266
H 0.52975 22.50518 -20.48218
H 1.54369 22.02446 -21.83513
H 1.75157 24.72366 -20.29547
H 2.40642 24.02909 -21.84388
H 3.48412 24.69278 -20.74264
C 8.73843 22.36819 -17.60671
C 7.57302 23.01321 -18.34390
O 6.59436 23.55835 -17.41345
O 9.74917 22.03609 -18.57297
H 8.25916 21.51187 -17.13224
H 9.15693 23.05615 -16.87209
H 7.09169 22.36206 -19.07358
H 7.97697 23.84081 -18.92700
H 5.83770 23.86561 -17.91809
H 10.40647 22.73100 -18.65454
C 11.48474 12.81986 -26.49675
C 11.47089 11.72773 -25.53149
O 12.04668 10.52104 -26.00144
O 10.49153 12.72567 -27.49899
H 12.48710 12.94651 -26.90582
H 11.33042 13.72376 -25.90747
H 10.48633 11.69083 -25.06526
H 12.20878 11.95797 -24.76297
H 11.72754 9.75251 -25.52278
H 10.74970 13.25917 -28.25419
C 10.85680 16.31938 -14.02674
C 10.23404 16.85773 -12.64940
O 11.35313 17.15029 -11.79550
O 11.66056 15.11730 -13.87646
H 11.50396 17.14790 -14.31453
H 10.09013 16.10318 -14.77076
H 9.55211 16.13318 -12.20431
H 9.66896 17.78942 -12.67654
H 11.75702 16.35155 -11.44837
H 12.35724 15.39504 -13.27721
C 12.29298 11.19070 -18.65271
C 13.63863 11.05216 -17.91887
O 14.40281 12.26770 -18.18029
O 11.36485 11.89633 -17.81908
H 11.98978 10.14968 -18.76430
H 12.46585 11.67230 -19.61514
H 14.13742 10.09839 -18.09102
H 13.42483 10.97030 -16.85319
H 14.86106 12.56714 -17.39166
H 11.93112 12.54938 -17.40140
C 10.64197 19.45069 -27.14847
C 11.96949 19.82904 -27.86188
O 11.91887 19.40370 -29.21963
O 9.56004 20.39588 -27.24579
H 10.88365 19.41208 -26.08631
H 10.29185 18.44790 -27.39327
H 12.84563 19.43863 -27.34414
H 12.11506 20.90912 -27.84321
H 12.70025 19.65161 -29.71921
H 9.10874 20.24692 -28.07990
C 17.27141 14.90189 -11.93531
C 17.54957 15.88213 -13.04958
O 17.15115 15.31733 -14.26962
O 15.88624 14.87542 -11.58049
H 17.87808 15.17386 -11.07155
H 17.58306 13.92122 -12.29482
H 18.61392 16.08602 -13.16660
H 17.10756 16.87459 -12.96156
H 17.43328 15.88583 -14.98991
H 15.80927 14.11755 -10.99628
C 20.69725 23.33879 -20.49847
C 21.89406 24.19509 -20.13720
O 22.25847 25.02443 -21.23487
O 19.58734 23.99939 -21.06125
H 20.56981 22.72444 -19.60715
H 20.85443 22.71092 -21.37550
H 22.75611 23.56667 -19.91349
H 21.72709 24.74235 -19.20944
H 21.60407 25.67694 -21.49482
H 19.82424 24.24945 -21.95733
C 20.82160 16.39854 -25.47907
C 21.75397 16.50187 -24.24289
O 21.10810 15.83847 -23.17769
O 20.99198 15.20358 -26.12342
H 21.06940 17.17399 -26.20388
H 19.74507 16.45393 -25.31747
H 21.95131 17.54871 -24.01211
H 22.73227 16.07734 -24.46831
H 21.07777 14.90358 -23.39367
H 21.69840 15.37378 -26.75080
C 11.62759 24.53831 -23.30972
C 13.07892 24.07259 -23.03919
O 13.47316 24.37749 -21.71298
O 11.32588 24.46930 -24.72313
H 11.56046 25.58096 -22.99910
H 10.84436 24.02688 -22.75019
H 13.85535 24.58793 -23.60461
H 13.15821 22.99497 -23.18255
H 14.36987 24.04044 -21.65052
H 10.81762 23.69109 -24.96324
C 23.58287 19.12886 -14.26988
C 22.50678 19.80309 -15.12277
O 21.72412 20.66921 -14.33233
O 24.34471 20.12267 -13.69866
H 24.21363 18.53067 -14.92746
H 23.23826 18.39279 -13.54356
H 21.83491 19.08338 -15.59044
H 22.95262 20.34445 -15.95718
H 22.42409 21.15581 -13.89090
H 24.82742 20.66665 -14.32529
C 15.02981 17.56485 -20.57297
C 16.37212 18.30150 -20.45767
O 17.23269 17.43662 -19.71931
O 14.98677 16.29233 -21.27005
H 14.30857 18.21536 -21.06769
H 14.59849 17.27284 -19.61548
H 16.38391 19.28378 -19.98537
H 16.83084 18.51082 -21.42403
H 17.65469 16.88422 -20.38141
H 15.37438 15.65092 -20.67010
*
```

These are the Löwdin partial charges, in e, on atoms 1 to 6: -0.091, -0.193, -0.233, -0.185, -0.036, -0.226

***

Below is an isolated molecule of C19H28N2OS2 in a non-equilibrium geometry, with properties calculated with wB97M-V/def2-TZVPD.

Results
HOMO energy: -0.2867 Ha
LUMO: 0.431 eV
HOMO-LUMO gap: 8.23 eV
energy relative to the best compared isomer or geometry (same formula, charge and spin): 0.034 eV

Structure (ORCA input):
```
! wB97M-V def2-TZVPD RIJCOSX def2/J DEFGRID3
* xyz 0 1
C -1.25269 -3.29676 0.88861
C -2.44530 -3.00533 -0.01412
C -3.23991 -1.80176 0.48875
C -4.38442 -1.40491 -0.44827
C -3.93755 -0.70314 -1.73821
C -3.96787 0.82515 -1.66137
C -3.00947 1.37922 -0.61130
C -2.90055 2.88887 -0.64546
H -3.88139 3.36132 -0.59596
H -2.35551 3.26283 -1.50955
S -1.97798 3.49394 0.84982
O -2.55966 2.76320 1.99122
C -0.44057 2.64163 0.49725
C 0.02138 1.49954 1.09002
N -0.73565 0.67097 1.87861
H -0.22148 0.10914 2.53905
H -1.55778 1.13073 2.25911
C 1.36753 1.20349 0.68005
C 2.21594 0.15350 1.01898
C 3.49175 0.10833 0.48268
C 3.88715 1.13149 -0.39647
N 3.08925 2.13329 -0.73136
C 1.88197 2.16684 -0.21057
S 0.72831 3.42087 -0.55583
C 5.24104 1.14188 -1.04222
C 6.23429 0.23826 -0.32189
C 5.60296 -1.13056 -0.09671
C 4.43160 -0.99876 0.87057
H 4.81723 -0.78378 1.87337
H 3.88015 -1.94039 0.93213
H 5.25062 -1.52788 -1.05106
H 6.33626 -1.82962 0.30943
H 6.50316 0.67665 0.64170
H 7.14529 0.14666 -0.91552
H 5.11896 0.80373 -2.07607
H 5.59707 2.17221 -1.08550
H 1.88485 -0.62459 1.69423
H -3.35863 1.09726 0.38362
H -2.01952 0.94451 -0.76599
H -4.98448 1.15786 -1.43875
H -3.69572 1.22781 -2.64095
H -2.92792 -1.02291 -2.00044
H -4.59586 -1.00647 -2.55548
H -5.07498 -0.75027 0.08738
H -4.93740 -2.31139 -0.70649
H -3.66051 -2.04917 1.46676
H -2.55662 -0.96497 0.62909
H -3.09688 -3.88150 -0.05468
H -2.08625 -2.81628 -1.02762
H -0.69997 -4.16284 0.53108
H -1.58417 -3.49633 1.90557
H -0.58009 -2.44158 0.90879
*
```

These are the Löwdin partial charges, in e, on atoms 1 to 6: -0.114, -0.268, -0.230, -0.205, -0.206, -0.209